Model 1:
{
  "formula": "C46H121F6N12O15PbS2",
  "method": "the ωB97M-V functional and the def2-TZVPD basis",
  "species": ["Pb", "C", "F", "F", "F", "S", "O", "O", "N", "S", "O", "O", "C", "F", "F", "F", "C", "C", "C", "O", "C", "N", "H", "H", "H", "H", "H", "H", "H", "H", "H", "H", "H", "C", "C", "C", "O", "C", "N", "H", "H", "H", "H", "H", "H", "H", "H", "H", "H", "H", "C", "C", "C", "O", "C", "N", "H", "H", "H", "H", "H", "H", "H", "H", "H", "H", "H", "C", "C", "C", "O", "C", "N", "H", "H", "H", "H", "H", "H", "H", "H", "H", "H", "H", "C", "C", "C", "O", "C", "N", "H", "H", "H", "H", "H", "H", "H", "H", "H", "H", "H", "C", "C", "C", "O", "C", "N", "H", "H", "H", "H", "H", "H", "H", "H", "H", "H", "H", "C", "C", "C", "O", "C", "N", "H", "H", "H", "H", "H", "H", "H", "H", "H", "H", "H", "C", "C", "C", "O", "C", "N", "H", "H", "H", "H", "H", "H", "H", "H", "H", "H", "H", "C", "C", "C", "O", "C", "N", "H", "H", "H", "H", "H", "H", "H", "H", "H", "H", "H", "C", "C", "C", "O", "C", "N", "H", "H", "H", "H", "H", "H", "H", "H", "H", "H", "H", "C", "C", "C", "O", "C", "N", "H", "H", "H", "H", "H", "H", "H", "H", "H", "H", "H"],
  "coordinates": [[2.43613, -2.34400, -2.70024], [0.77250, -1.11353, 1.61945], [-0.34142, -1.02790, 2.30240], [1.36083, 0.02188, 1.36116], [1.53041, -1.90071, 2.38054], [0.39818, -2.08323, -0.01842], [1.43815, -3.08425, -0.15404], [-0.95370, -2.56466, -0.01957], [0.83988, -1.00410, -1.31167], [-0.33795, 0.04185, -1.30594], [-1.33954, -0.28948, -2.30626], [-0.90164, 0.38371, -0.02767], [0.55587, 1.63761, -1.85189], [0.92144, 1.52824, -3.11650], [-0.26955, 2.64821, -1.67290], [1.64206, 1.77497, -1.07674], [-2.99235, 3.96231, 0.48823], [-3.62388, 2.80084, 1.24803], [-4.46080, 1.85004, 0.37440], [-5.61542, 2.52321, -0.06892], [-6.50621, 1.65955, -0.77146], [-2.52418, 2.05594, 1.86039], [-2.35433, 4.57217, 1.12593], [-3.79483, 4.65385, 0.20301], [-2.46729, 3.68818, -0.42834], [-4.31407, 3.15376, 2.01897], [-4.69449, 1.02529, 1.05698], [-3.90196, 1.48759, -0.50055], [-6.83626, 0.88236, -0.07771], [-5.95282, 1.21931, -1.60897], [-7.30031, 2.29707, -1.15063], [-2.15226, 1.52443, 1.07728], [-2.89735, 1.34404, 2.49219], [0.24265, -0.49041, -6.47041], [0.51676, -1.06699, -5.09219], [-0.25338, -2.35460, -4.79489], [0.05116, -2.82045, -3.47633], [-0.74667, -3.92412, -3.11483], [2.00866, -1.22893, -4.98788], [0.58688, 0.52824, -6.63502], [-0.81507, -0.57695, -6.73594], [0.68901, -1.12405, -7.24611], [0.15338, -0.41193, -4.29635], [-0.01643, -3.18278, -5.47521], [-1.31673, -2.12623, -4.89438], [-0.46437, -4.28146, -2.11814], [-0.58827, -4.80871, -3.73761], [-1.79790, -3.67298, -2.96091], [2.22423, -1.87185, -5.76240], [2.39289, -0.44081, -5.51860], [-1.99680, 5.29319, -5.43298], [-3.46153, 4.91569, -5.42798], [-3.74287, 3.75096, -4.47463], [-3.08230, 2.59631, -4.98005], [-3.06072, 1.55316, -4.03490], [-4.31124, 6.08299, -5.11065], [-1.86019, 6.22614, -5.98568], [-1.35785, 4.57986, -5.95240], [-1.60488, 5.42554, -4.42155], [-3.71744, 4.52782, -6.41595], [-4.82467, 3.57023, -4.51839], [-3.50755, 3.96808, -3.42695], [-2.59984, 1.88789, -3.10262], [-2.66877, 0.61599, -4.42272], [-4.07873, 1.26252, -3.73200], [-3.85628, 6.67300, -4.42031], [-5.11606, 5.70380, -4.61729], [3.77711, 1.02148, 3.64036], [3.02958, 1.00838, 4.97895], [1.54136, 0.74569, 4.77942], [0.94222, 0.78373, 6.07028], [-0.44365, 0.49231, 5.94239], [3.58715, -0.05090, 5.82082], [3.29459, 1.63180, 2.87694], [3.88190, 0.01192, 3.22705], [4.80372, 1.34782, 3.81225], [3.14111, 1.96411, 5.49090], [1.45535, -0.25068, 4.32563], [0.95944, 1.46326, 4.18512], [-0.68073, -0.32298, 5.24789], [-0.86320, 1.42640, 5.55366], [-1.00108, 0.20269, 6.83303], [2.96667, -0.25757, 6.59636], [3.63540, -0.93398, 5.32089], [1.33397, 4.41724, 5.78059], [0.42565, 5.21882, 4.88064], [0.00617, 4.36409, 3.65812], [1.11001, 4.09611, 2.82130], [0.69689, 3.38367, 1.68177], [-0.72655, 5.70679, 5.65543], [1.77401, 4.99961, 6.58918], [2.12617, 3.86510, 5.27197], [0.73945, 3.62600, 6.25279], [0.84958, 6.13601, 4.46372], [-0.82411, 4.86679, 3.15007], [-0.35443, 3.39091, 4.02221], [0.04773, 3.95197, 1.01359], [0.24675, 2.42518, 1.95867], [1.54687, 3.06524, 1.07012], [-1.30483, 4.92542, 5.94499], [-1.22276, 6.31911, 5.01802], [-4.49469, -1.98180, -0.03893], [-4.35946, -3.33250, 0.72551], [-3.87919, -4.43869, -0.23457], [-4.92553, -4.78141, -1.11589], [-4.47704, -5.72032, -2.05727], [-3.37771, -3.04773, 1.79227], [-5.41089, -2.05258, -0.62933], [-3.61367, -1.80108, -0.65478], [-4.63993, -1.15221, 0.64710], [-5.32671, -3.63606, 1.12793], [-3.62815, -5.28124, 0.42565], [-2.98434, -4.13054, -0.78569], [-3.92493, -6.58163, -1.67281], [-3.78271, -5.25562, -2.77759], [-5.27083, -6.03430, -2.73415], [-2.55236, -2.69409, 1.27203], [-3.02775, -3.95294, 2.12224], [5.02690, 1.68431, -1.76639], [4.37754, 0.46909, -2.43978], [5.38715, -0.36367, -3.25361], [4.74738, -1.38808, -3.96220], [5.59485, -2.17862, -4.75954], [3.70598, -0.42445, -1.48968], [5.87408, 1.34409, -1.16864], [4.29983, 2.08338, -1.05644], [5.31946, 2.48402, -2.44323], [3.61531, 0.86260, -3.11907], [6.17406, -0.73702, -2.58366], [5.93445, 0.35145, -3.87925], [5.00872, -2.89651, -5.33791], [6.22092, -2.82843, -4.13585], [6.23592, -1.65726, -5.47153], [2.93994, 0.09080, -1.06516], [4.29327, -0.72734, -0.71433], [1.74176, 3.92775, -4.67413], [2.78017, 4.16974, -3.57436], [4.19441, 4.30267, -4.15333], [4.53918, 3.15724, -4.90094], [5.92013, 3.13238, -5.20039], [2.37506, 5.41723, -2.93423], [0.72893, 4.24035, -4.43286], [1.67094, 2.87457, -4.96090], [2.02274, 4.39641, -5.61937], [2.82555, 3.31150, -2.89162], [4.83525, 4.37112, -3.25724], [4.41272, 5.27292, -4.61185], [6.17423, 3.96830, -5.85209], [6.15976, 2.15986, -5.63300], [6.54174, 3.12817, -4.29561], [2.95159, 5.72832, -2.16465], [1.40912, 5.28398, -2.67026], [4.48882, -4.91498, 0.52975], [4.65765, -3.43901, 0.13502], [5.89180, -2.78640, 0.78306], [5.93564, -1.41949, 0.50283], [6.95443, -0.75476, 1.28006], [4.71141, -3.39222, -1.33968], [3.77242, -5.36335, -0.16212], [3.96388, -5.14351, 1.45675], [5.45597, -5.41165, 0.46646], [3.85868, -2.78048, 0.48181], [6.77837, -3.36008, 0.48028], [5.75379, -2.94291, 1.86043], [6.88500, -0.88589, 2.36012], [6.80383, 0.29798, 1.05627], [7.91126, -1.12950, 0.91576], [5.43451, -2.72481, -1.60774], [5.07296, -4.23270, -1.78348], [-5.26822, -1.86055, 4.43151], [-4.71568, -0.41611, 4.34347], [-4.13637, 0.04209, 5.68448], [-5.06912, 0.15745, 6.74777], [-6.07896, 1.11269, 6.56849], [-3.65361, -0.36135, 3.36037], [-6.17033, -1.98362, 5.03209], [-4.47790, -2.49470, 4.84593], [-5.47644, -2.29773, 3.45372], [-5.58887, 0.19433, 4.10729], [-3.76311, 1.06414, 5.52632], [-3.24892, -0.54165, 5.93176], [-6.60387, 0.92637, 5.62418], [-5.74319, 2.15350, 6.58910], [-6.82522, 0.90468, 7.33464], [-3.81416, -1.05198, 2.61913], [-2.79434, -0.76568, 3.73270], [-1.26152, -7.39208, 1.94598], [-0.43725, -6.16222, 1.54427], [-0.22255, -5.26085, 2.75470], [-1.45659, -4.62914, 3.04520], [-1.41035, -3.93130, 4.28019], [0.80398, -6.46959, 0.88045], [-1.36413, -8.11729, 1.13649], [-2.26475, -7.12607, 2.27862], [-0.82449, -7.93285, 2.78863], [-1.04199, -5.54642, 0.86003], [0.48831, -4.44858, 2.56611], [0.21905, -5.78208, 3.61243], [-2.31260, -3.33989, 4.42665], [-0.53410, -3.27766, 4.30477], [-1.37935, -4.63854, 5.11347], [0.60903, -7.00209, 0.03838], [1.24469, -5.62188, 0.55499]],
  "orbital_gap_ev": 6.967,
  "charge": 1
}

Model 2:
{
  "formula": "C46H121F6N12O15PbS2",
  "method": "the ωB97M-V functional and the def2-TZVPD basis",
  "species": ["Pb", "C", "F", "F", "F", "S", "O", "O", "N", "S", "O", "O", "C", "F", "F", "F", "C", "C", "C", "O", "C", "N", "H", "H", "H", "H", "H", "H", "H", "H", "H", "H", "H", "C", "C", "C", "O", "C", "N", "H", "H", "H", "H", "H", "H", "H", "H", "H", "H", "H", "C", "C", "C", "O", "C", "N", "H", "H", "H", "H", "H", "H", "H", "H", "H", "H", "H", "C", "C", "C", "O", "C", "N", "H", "H", "H", "H", "H", "H", "H", "H", "H", "H", "H", "C", "C", "C", "O", "C", "N", "H", "H", "H", "H", "H", "H", "H", "H", "H", "H", "H", "C", "C", "C", "O", "C", "N", "H", "H", "H", "H", "H", "H", "H", "H", "H", "H", "H", "C", "C", "C", "O", "C", "N", "H", "H", "H", "H", "H", "H", "H", "H", "H", "H", "H", "C", "C", "C", "O", "C", "N", "H", "H", "H", "H", "H", "H", "H", "H", "H", "H", "H", "C", "C", "C", "O", "C", "N", "H", "H", "H", "H", "H", "H", "H", "H", "H", "H", "H", "C", "C", "C", "O", "C", "N", "H", "H", "H", "H", "H", "H", "H", "H", "H", "H", "H", "C", "C", "C", "O", "C", "N", "H", "H", "H", "H", "H", "H", "H", "H", "H", "H", "H"],
  "coordinates": [[11.51878, 4.63166, -9.09851], [14.13579, 4.05198, -12.82650], [14.30315, 4.34738, -14.14308], [14.66748, 2.82117, -12.64113], [14.97339, 4.73209, -11.95561], [12.36826, 4.08298, -12.38472], [12.00140, 5.37851, -11.88006], [11.68946, 3.70866, -13.65606], [12.21278, 3.13424, -10.94122], [11.73763, 1.80329, -11.50071], [10.28834, 1.97235, -11.70128], [12.46752, 1.14493, -12.55769], [12.19391, 0.57726, -10.01371], [13.50502, 0.17927, -10.04298], [11.94973, 1.34654, -8.83890], [11.28229, -0.46723, -10.07016], [16.34850, 8.21651, -12.88306], [16.65661, 7.61196, -14.32824], [17.47599, 8.53205, -15.19457], [16.70020, 9.57484, -15.61636], [17.29985, 10.79512, -15.75944], [17.37022, 6.34047, -14.35933], [15.49883, 7.72746, -12.40663], [15.97804, 9.24112, -12.85090], [17.16593, 8.24060, -12.16241], [15.69663, 7.47331, -14.82555], [17.86161, 8.01642, -16.07407], [18.36396, 8.90638, -14.68517], [18.06140, 10.66231, -16.52789], [17.77752, 11.04819, -14.81293], [16.58365, 11.54773, -16.08919], [17.44770, 6.03594, -15.31920], [16.77747, 5.72465, -13.82127], [10.40048, 0.04330, -14.83260], [9.21200, -0.09901, -15.77069], [8.27026, -1.10829, -15.20978], [8.67889, -2.45180, -15.42992], [7.86007, -3.42308, -14.87446], [8.58222, 1.14506, -15.81170], [11.08576, -0.80253, -14.77730], [10.13111, 0.25835, -13.79854], [10.95211, 0.88028, -15.26069], [9.71351, -0.45626, -16.67012], [7.29274, -1.03076, -15.68574], [8.00950, -0.94119, -14.16470], [8.33967, -4.00363, -14.08639], [7.60409, -4.11332, -15.67829], [6.98414, -2.86274, -14.54755], [7.60200, 1.13244, -16.05481], [9.00951, 1.75314, -16.49563], [15.47294, -2.20416, -10.88195], [15.54825, -3.72181, -11.01644], [16.78956, -4.35655, -10.45058], [17.83668, -3.84713, -11.30943], [19.11876, -4.29986, -10.91105], [14.40467, -4.48677, -10.61110], [14.61548, -1.80698, -11.42520], [16.28535, -1.71705, -11.42123], [15.44727, -1.99016, -9.81347], [15.53725, -3.91251, -12.08957], [16.83513, -5.44351, -10.51783], [16.85568, -4.01392, -9.41794], [19.92561, -3.84724, -11.48745], [19.09789, -5.38127, -11.04602], [19.21820, -4.06678, -9.85092], [13.64656, -3.95881, -11.01929], [14.34787, -5.40751, -11.02234], [12.12834, -4.38116, -13.53809], [11.34301, -3.51097, -12.50974], [10.65790, -4.41197, -11.35561], [9.25151, -4.44564, -11.55931], [8.65685, -5.62395, -10.93496], [12.20249, -2.55260, -11.90648], [11.54026, -5.20329, -13.94597], [12.99164, -4.84524, -13.06119], [12.46214, -3.74001, -14.35394], [10.63767, -2.90956, -13.08325], [10.87991, -3.84337, -10.45256], [11.10301, -5.40511, -11.29504], [7.58889, -5.61185, -11.15274], [8.93069, -5.62514, -9.87992], [8.95850, -6.54305, -11.43731], [12.60725, -1.98637, -12.63835], [11.55526, -1.97043, -11.39436], [14.69468, -3.41789, -16.76418], [15.91942, -2.53227, -16.63647], [16.06267, -1.82335, -15.28655], [15.20517, -0.68186, -15.04258], [15.54393, 0.06637, -13.91748], [17.10193, -3.33620, -16.73152], [14.52705, -3.66283, -17.81299], [13.77659, -2.93756, -16.42580], [14.77699, -4.37058, -16.24102], [15.85714, -1.78209, -17.42478], [17.05602, -1.41316, -15.10461], [16.03007, -2.46488, -14.40593], [16.61616, 0.26164, -13.93452], [15.30303, -0.40260, -12.96347], [15.06147, 1.04378, -13.92133], [17.85575, -2.66555, -16.77717], [17.07581, -3.67271, -17.68345], [6.82414, 3.72922, -10.06715], [8.17578, 3.98648, -9.25407], [8.76170, 2.86517, -8.37530], [9.97423, 3.26289, -7.74940], [10.24424, 2.29854, -6.70028], [9.20084, 4.25387, -10.23550], [6.74358, 4.26020, -11.01566], [5.96592, 3.94560, -9.43096], [6.79707, 2.67908, -10.35795], [7.88969, 4.91310, -8.75644], [8.88631, 1.92663, -8.91540], [7.98033, 2.55752, -7.68038], [11.30870, 2.41113, -6.49449], [10.09617, 1.28544, -7.07419], [9.73565, 2.41126, -5.74282], [8.79586, 4.96016, -10.83320], [9.10038, 3.50421, -10.90485], [9.83471, 7.21178, -5.61450], [10.08066, 6.63620, -6.96347], [9.92874, 7.56525, -8.15112], [10.25893, 7.02427, -9.40550], [9.90219, 7.83938, -10.45792], [11.32768, 6.06173, -6.83625], [8.81588, 7.53323, -5.39824], [10.45386, 8.08002, -5.38883], [10.08512, 6.41277, -4.91666], [9.36859, 5.82241, -7.10056], [10.55140, 8.41927, -7.88456], [8.88116, 7.86222, -8.10143], [8.84999, 8.11508, -10.52845], [10.11145, 7.44115, -11.45076], [10.42309, 8.79686, -10.45673], [11.25448, 5.40454, -6.07281], [12.08363, 6.65994, -6.53495], [11.92151, 0.36941, -4.09528], [13.15816, 0.19623, -4.96352], [12.93260, -0.63722, -6.23172], [12.54610, -2.01817, -5.96431], [13.50164, -2.65934, -5.20111], [13.78077, 1.44008, -5.42430], [11.96300, 0.92283, -3.15714], [11.44469, -0.59877, -3.94236], [11.06910, 0.80960, -4.61270], [14.00212, -0.18019, -4.38547], [13.82226, -0.58192, -6.85906], [12.08741, -0.21091, -6.77210], [13.43538, -2.31906, -4.16771], [14.49726, -2.81454, -5.61676], [13.22381, -3.69677, -5.01492], [13.58383, 2.21022, -4.80125], [14.77900, 1.40822, -5.27391], [8.83417, 6.04106, -15.86507], [8.74603, 5.68158, -14.41875], [7.88332, 6.60452, -13.50932], [8.51653, 7.93516, -13.52176], [7.77899, 8.98080, -12.89490], [8.18518, 4.29909, -14.39281], [9.47981, 5.28763, -16.31630], [9.25084, 7.02957, -16.05831], [7.89539, 5.86398, -16.38989], [9.77431, 5.73962, -14.06186], [7.74092, 6.21745, -12.50036], [6.86491, 6.76163, -13.86465], [6.87053, 9.20116, -13.45548], [8.31169, 9.89424, -12.63041], [7.25282, 8.78578, -11.96044], [8.85561, 3.72164, -14.87980], [7.39154, 4.32101, -15.01711], [9.36310, -1.62360, -7.48295], [8.17152, -2.29171, -8.15080], [7.86956, -1.80357, -9.54275], [7.44131, -0.46451, -9.57341], [6.48301, -0.23683, -10.63808], [8.57419, -3.63466, -8.24756], [9.26477, -1.87020, -6.42578], [9.46067, -0.54640, -7.61797], [10.37314, -1.90462, -7.78117], [7.29641, -2.19732, -7.50786], [7.11821, -2.40616, -10.05310], [8.77002, -1.92309, -10.14524], [6.31172, 0.83024, -10.77996], [5.47828, -0.60876, -10.43739], [6.90839, -0.61030, -11.56957], [9.08450, -4.06087, -7.48727], [9.26275, -3.60113, -8.98571], [15.06326, 3.04858, -9.01626], [14.61258, 4.02595, -7.88241], [14.65579, 5.52379, -8.29680], [13.72014, 5.95324, -9.30279], [13.66533, 7.29251, -9.72516], [13.33670, 3.73424, -7.44272], [15.37364, 2.05421, -8.69533], [15.89489, 3.53253, -9.52839], [14.34500, 2.91869, -9.82578], [15.15193, 3.98751, -6.93599], [15.66656, 5.70002, -8.66475], [14.47370, 6.03501, -7.35150], [13.80895, 8.06094, -8.96557], [12.77524, 7.46587, -10.32996], [14.52425, 7.58891, -10.32724], [13.37390, 2.74809, -7.22771], [13.32060, 4.20634, -6.55000]],
  "orbital_gap_ev": 7.314,
  "charge": 1
}

Quick one: least stable of them? model 2